Entry from the Open Molecules 2025 dataset: 7 unconnected molecules or ions with the total composition C27H57BO16PS2 at a distorted geometry (ωB97M-V with the def2-TZVPD basis set).

ORCA input file:
```
! wB97M-V def2-TZVPD RIJCOSX def2/J DEFGRID3
* xyz -1 1
C 0.059 0.318 1.891
C 0.928 -0.264 2.950
B 2.297 -1.163 2.697
C 3.658 -0.252 2.552
S 3.362 1.605 2.542
O 4.755 2.311 2.313
O 2.811 2.180 3.870
P 2.353 -2.467 4.113
O 2.739 -4.035 3.385
O 0.679 -2.621 4.680
S 3.513 -1.998 5.602
H -1.026 -0.138 1.767
H 0.415 1.235 1.254
H 0.645 -0.038 4.085
H 2.144 -1.791 1.688
H 4.511 -0.518 3.330
H 4.125 -0.511 1.485
H 2.576 1.890 1.406
H 2.102 -4.097 2.592
H 0.500 -1.957 5.409
O -0.227 1.970 -0.548
C -1.050 2.882 -0.482
O -0.716 4.134 -0.861
C -1.654 5.214 -1.029
C -1.894 5.930 0.285
C -2.410 2.643 0.107
H -2.581 4.862 -1.492
H -1.200 5.910 -1.740
H -2.337 5.265 1.031
H -2.560 6.784 0.142
H -0.947 6.288 0.704
H -2.359 2.760 1.193
H -2.717 1.619 -0.129
H -3.185 3.291 -0.300
O 2.143 -1.316 -0.996
C 2.187 -0.779 -2.102
O 2.484 -1.503 -3.202
C 2.350 -1.025 -4.554
C 3.600 -0.288 -4.992
C 2.007 0.706 -2.239
H 1.444 -0.424 -4.672
H 2.216 -1.910 -5.183
H 3.779 0.600 -4.380
H 3.518 0.022 -6.037
H 4.481 -0.930 -4.883
H 2.969 1.202 -2.082
H 1.300 1.042 -1.474
H 1.585 1.010 -3.196
O 0.576 4.673 -4.986
C 1.358 5.320 -4.289
O 1.569 6.630 -4.535
C 2.286 7.520 -3.657
C 3.774 7.471 -3.938
C 2.162 4.646 -3.215
H 2.048 7.316 -2.609
H 1.914 8.527 -3.867
H 4.186 6.476 -3.753
H 4.308 8.190 -3.311
H 3.973 7.704 -4.989
H 3.072 4.228 -3.654
H 1.563 3.833 -2.791
H 2.418 5.300 -2.383
O -0.858 -4.048 0.901
C -0.897 -5.270 0.766
O -1.553 -6.037 1.663
C -1.842 -7.437 1.483
C -0.682 -8.292 1.955
C -0.139 -5.941 -0.343
H -2.129 -7.651 0.450
H -2.720 -7.653 2.098
H 0.223 -8.099 1.374
H -0.928 -9.354 1.872
H -0.441 -8.067 3.000
H 0.890 -6.121 -0.021
H -0.131 -5.275 -1.212
H -0.589 -6.873 -0.681
O -2.904 4.889 3.793
C -2.122 5.535 4.490
O -1.911 6.846 4.244
C -1.194 7.736 5.122
C 0.294 7.687 4.841
C -1.318 4.861 5.564
H -1.432 7.531 6.170
H -1.566 8.742 4.912
H 0.706 6.691 5.027
H 0.828 8.405 5.468
H 0.493 7.920 3.790
H -0.408 4.443 5.125
H -1.917 4.049 5.988
H -1.062 5.515 6.396
O -2.021 -8.630 -1.523
C -3.171 -8.693 -1.956
O -3.750 -9.891 -2.186
C -5.148 -10.079 -2.481
C -5.410 -9.933 -3.966
C -3.918 -7.445 -2.327
H -5.771 -9.414 -1.876
H -5.395 -11.098 -2.171
H -5.164 -8.929 -4.322
H -6.460 -10.134 -4.193
H -4.787 -10.631 -4.536
H -3.665 -7.163 -3.352
H -3.612 -6.642 -1.649
H -4.999 -7.533 -2.222
*
```

Kohn-Sham gap (eV): 4.9
HOMO energy (eV): -3.223
Lowest unoccupied orbital energy (hartree): 0.0630
Largest force on an atom (Eh/bohr): 0.129

=====

Entry from the Open Molecules 2025 dataset: a molecular structure, C27H57Be2F2N3O3 at a distorted geometry (ωB97M-V with the def2-TZVPD basis set).

ORCA input file:
```
! wB97M-V def2-TZVPD RIJCOSX def2/J DEFGRID3
* xyz 2 1
Be -2.236 -0.426 -3.598
Be -4.689 3.308 2.234
F -1.331 1.776 0.105
F -5.552 2.151 -2.165
C 4.709 0.625 -2.870
C 5.597 -0.176 -3.901
C 6.683 -0.908 -3.007
C 7.301 -2.085 -3.738
C 6.220 -3.018 -4.395
C 5.354 -2.240 -5.418
N 4.771 -1.102 -4.683
O 3.619 -0.356 -5.375
C 6.198 -1.612 -6.567
C 4.276 -3.134 -6.036
C 6.315 0.815 -4.799
H 4.433 0.070 -1.973
H 4.046 1.321 -3.383
H 5.266 1.442 -2.410
H 7.555 -0.264 -2.889
H 6.439 -1.029 -1.951
H 7.763 -2.683 -2.953
H 8.184 -1.812 -4.315
H 5.562 -3.391 -3.610
H 6.801 -3.858 -4.775
H 6.379 -2.274 -7.414
H 5.756 -0.770 -7.101
H 7.240 -1.460 -6.284
H 3.528 -3.414 -5.294
H 3.809 -2.784 -6.957
H 4.664 -4.104 -6.346
H 6.115 1.850 -4.523
H 6.125 0.914 -5.868
H 7.392 0.746 -4.645
H 4.022 -0.223 -6.236
C -1.416 -6.699 0.577
C -1.015 -6.301 -0.881
C -0.235 -7.554 -1.288
C -1.160 -8.768 -1.705
C -2.116 -8.336 -2.780
C -2.948 -7.060 -2.448
N -2.156 -5.960 -1.813
O -2.953 -4.997 -1.341
C -3.500 -6.655 -3.802
C -4.146 -7.557 -1.504
C -0.080 -5.094 -0.842
H -0.549 -6.576 1.226
H -1.999 -5.822 0.856
H -2.075 -7.545 0.771
H 0.494 -7.376 -2.078
H 0.303 -8.125 -0.531
H -0.666 -9.737 -1.781
H -1.761 -9.009 -0.829
H -2.631 -9.273 -2.989
H -1.602 -8.288 -3.740
H -4.212 -5.892 -3.488
H -3.960 -7.388 -4.464
H -2.708 -6.106 -4.312
H -5.041 -7.368 -2.097
H -4.312 -7.014 -0.574
H -4.308 -8.632 -1.430
H 0.223 -4.961 -1.881
H -0.565 -4.186 -0.485
H 0.716 -5.391 -0.159
H -3.072 -5.307 -0.441
C -4.474 7.382 8.201
C -4.523 7.564 6.695
C -4.834 9.030 6.263
C -3.535 9.927 5.983
C -2.505 9.227 5.179
C -2.050 7.824 5.785
N -3.265 6.975 5.985
O -2.930 5.727 6.394
C -1.101 7.153 4.738
C -1.358 8.112 7.142
C -5.655 6.728 6.243
H -3.712 6.668 8.514
H -5.401 6.903 8.514
H -4.327 8.348 8.685
H -5.259 8.979 5.260
H -5.493 9.571 6.941
H -3.076 10.356 6.874
H -3.966 10.752 5.415
H -1.719 9.960 5.000
H -2.913 9.163 4.170
H -0.064 7.488 4.770
H -1.141 6.066 4.806
H -1.409 7.312 3.705
H -0.754 9.018 7.087
H -2.090 8.280 7.931
H -0.840 7.167 7.306
H -6.600 7.119 6.619
H -5.506 5.752 6.706
H -5.631 6.709 5.153
H -2.738 5.823 7.330
*
```

Kohn-Sham gap (eV): 1.4
ΔE to the lowest compared entry with this formula, charge and spin (kJ/mol): 64.76
HOMO energy (eV): -12.139
Lowest unoccupied orbital energy (hartree): -0.3940
Largest force on an atom (Eh/bohr): 0.078